{"formula": "C5H26N2O7", "method": "wB97M-V/def2-TZVPD", "smiles": "NCCNCCCO.O.O.O.O.O.O", "relative_energy_kj_mol": 492.5, "e_homo_ev": -9.3, "largest_force_ev_per_a": 8.7, "gap_ev": 9.493, "species": ["N", "C", "C", "N", "C", "C", "C", "O", "H", "H", "H", "H", "H", "H", "H", "H", "H", "H", "H", "H", "H", "H", "O", "H", "H", "O", "H", "H", "O", "H", "H", "O", "H", "H", "O", "H", "H", "O", "H", "H"], "xyz": [[-0.308, 0.051, 1.566], [0.768, -0.409, 0.637], [0.904, 0.630, -0.656], [-0.433, 0.785, -1.456], [-0.836, 2.195, -1.744], [-1.728, 2.970, -0.760], [-0.962, 3.993, 0.030], [0.092, 3.523, 0.935], [-0.242, -0.103, 2.581], [-1.240, -0.133, 1.151], [1.695, -0.612, 1.156], [0.449, -1.414, 0.198], [1.456, 1.474, -0.263], [1.689, 0.367, -1.348], [-1.107, 0.263, -0.790], [0.014, 2.923, -2.199], [-1.448, 2.401, -2.680], [-2.582, 3.615, -1.101], [-2.397, 2.235, -0.088], [-1.514, 4.810, 0.399], [-0.365, 4.801, -0.583], [-0.008, 2.590, 1.210], [-2.748, -1.425, 0.532], [-2.947, -1.197, -0.381], [-2.382, -2.282, 0.595], [-1.277, -3.895, 1.294], [-0.381, -3.673, 0.953], [-1.290, -4.066, 2.137], [1.496, -4.001, -0.853], [2.001, -4.537, -1.470], [1.204, -3.243, -1.516], [1.395, -1.475, -2.772], [0.419, -1.368, -2.781], [1.803, -0.649, -3.166], [1.475, -3.741, 1.730], [1.164, -2.836, 1.501], [1.765, -4.136, 0.907], [2.179, 1.895, 2.721], [2.854, 1.555, 2.047], [1.371, 2.117, 2.329]]}